(1)
12
Properties=species:S:1:pos:R:3:forces:R:3:mulliken_charge:R:1 method="wB97M-V/def2-TZVPD" total_charge=0 homo_lumo_gap_ev=8.37 smiles="O/N=C/[C@H](S)C=S"
O -2.766 -0.674 -0.132 -0.8618 -0.1576 -0.7544 -0.4118
N -1.415 -0.627 -0.360 0.6169 0.2663 1.5314 -0.1974
C -0.872 0.267 0.377 -0.3556 -0.2002 -1.4474 -0.5001
C 0.613 0.375 0.430 -0.3396 0.2205 1.4143 0.2790
S 1.018 1.977 -0.310 0.8501 0.0446 -0.1887 -0.2069
C 1.295 -0.739 -0.266 -0.2954 -0.5508 -0.8064 -0.2683
S 2.832 -1.150 -0.069 -0.0400 -0.0661 0.0265 -0.2017
H -3.072 -1.365 -0.742 0.0551 0.3393 0.2671 0.3687
H -1.441 1.085 0.813 -0.2654 -0.3991 0.5074 0.4057
H 0.857 0.391 1.524 0.2037 0.0445 -0.8887 0.2971
H 2.351 1.712 -0.300 -0.3920 0.3261 0.0167 0.1573
H 0.599 -1.251 -0.965 0.8241 0.1326 0.3221 0.2782

***

(2)
13
Properties=species:S:1:pos:R:3:forces:R:3:mulliken_charge:R:1 method="wB97M-V/def2-TZVPD" total_charge=0 homo_lumo_gap_ev=9.01 smiles="S/N=C1/OCSCS1"
S -3.535 -0.117 -0.083 2.0091 -2.6393 1.5172 -0.0957
N -2.129 0.757 -0.265 3.7157 -0.3877 -1.5290 -0.4067
C -0.953 0.278 -0.586 -1.0966 1.3565 -0.0305 0.4232
O 0.070 1.169 -0.946 -0.1369 0.3483 1.0623 -0.2948
C 1.291 1.248 -0.133 -0.8939 4.2335 1.5994 -0.2787
S 2.316 -0.154 -0.216 -0.1613 -0.7318 0.5786 -0.0507
C 0.995 -1.262 0.368 -0.0046 1.9678 -0.9899 -0.6221
S -0.316 -1.405 -0.893 -1.2429 0.4797 1.2565 -0.0719
H -2.767 -1.287 0.498 -1.9310 1.5830 -1.1621 0.1505
H 0.971 1.776 0.976 0.7305 -2.2235 -2.6243 0.2779
H 1.962 2.121 -0.503 -1.4891 -1.4400 -0.0357 0.2468
H 1.390 -2.203 0.429 1.0529 -2.5129 0.3170 0.3813
H 0.706 -0.919 1.353 -0.5519 -0.0335 0.0406 0.3408

***

(3)
10
Properties=species:S:1:pos:R:3:forces:R:3:mulliken_charge:R:1 method="wB97M-V/def2-TZVPD" total_charge=0 homo_lumo_gap_ev=8.58 smiles="S=C1CNC1"
S 2.575 -0.008 -0.088 -0.0505 0.0098 -0.0345 -0.3296
C 0.979 0.000 -0.048 0.0643 0.0206 0.4889 0.0785
C -0.111 -1.037 -0.041 0.4214 -2.2966 0.1504 -0.1980
N -1.109 -0.015 -0.273 -0.4476 1.0542 0.0502 -0.4664
C -0.106 1.054 -0.041 0.4360 0.7422 -0.6469 -0.2358
H -0.025 -1.786 -0.869 -0.0656 0.4644 0.6223 0.2204
H -0.197 -1.622 0.929 0.1872 0.7124 -0.9232 0.2180
H -1.856 0.018 0.399 -0.2146 -0.1714 0.0926 0.2475
H -0.168 1.621 0.903 -0.0588 -0.2815 -0.1766 0.2366
H 0.018 1.777 -0.871 -0.2718 -0.2541 0.3768 0.2288

***

(4)
10
Properties=species:S:1:pos:R:3:forces:R:3:mulliken_charge:R:1 method="wB97M-V/def2-TZVPD" total_charge=0 homo_lumo_gap_ev=8.75 smiles="S=CN1CC1"
S 1.973 -0.021 -0.059 -0.9877 -0.2231 0.1330 -0.2460
C 0.387 0.046 0.329 2.9701 1.0770 1.7513 -0.0897
N -0.648 -0.200 -0.535 -0.7427 0.7781 0.2806 -0.2821
C -1.686 0.768 -0.043 -1.8377 0.1350 -0.1488 -0.3916
C -1.842 -0.671 0.179 -2.8294 -1.3372 -1.8446 -0.1316
H 0.159 0.540 1.350 0.0086 -1.2108 -1.3157 0.2195
H -1.717 1.457 0.796 1.3337 -0.1858 0.1303 0.2374
H -2.224 1.223 -0.852 -0.2772 -0.1983 -0.4150 0.2285
H -1.704 -1.219 1.111 -0.0464 0.6221 0.0080 0.2681
H -2.705 -1.125 -0.507 2.4086 0.5432 1.4209 0.1875

***

(5)
10
Properties=species:S:1:pos:R:3:forces:R:3:mulliken_charge:R:1 method="wB97M-V/def2-TZVPD" total_charge=0 homo_lumo_gap_ev="7.45 / 7.13"
C 0.124 -0.583 0.705 -0.2384 -0.3913 0.2765 0.2954
C 1.298 0.230 0.460 -1.1546 1.4976 -2.9689 -0.8042
C -1.268 0.127 -1.057 -0.0001 0.6665 -0.8666 -0.3210
N -0.972 -0.642 0.097 -0.2774 -0.6825 0.6552 -0.4920
S 0.097 1.061 -1.832 1.3278 -0.8848 2.4772 -0.2169
H 0.201 -1.243 1.572 0.0687 -0.0431 0.1249 0.3624
H 1.357 1.200 0.927 0.1184 0.0897 0.2198 0.3088
H 2.213 -0.214 0.116 0.2388 -0.1942 0.0262 0.2985
H -1.676 -0.554 -1.810 -0.0548 0.1166 0.1602 0.2852
H -2.042 0.844 -0.763 -0.0282 -0.1745 -0.1044 0.2836

***

(6)
10
Properties=species:S:1:pos:R:3:forces:R:3:mulliken_charge:R:1 method="wB97M-V/def2-TZVPD" total_charge=0 homo_lumo_gap_ev="7.39 / 7.57"
C -0.891 -0.804 -0.493 -0.7058 0.4879 1.3692 0.1056
C -0.470 0.448 0.290 0.1464 -3.4194 -3.4670 -0.2548
C 0.067 -1.565 -1.032 0.5874 0.8749 0.2627 -0.6852
N 0.766 2.243 1.327 1.3038 0.4516 0.0951 -0.5666
S 1.026 1.077 0.303 -1.7508 0.0381 1.1216 0.1766
H -2.017 -1.132 -0.391 2.4872 0.7050 -0.2757 0.2202
H -1.240 0.949 0.759 -1.1615 1.2182 1.3123 0.4040
H -0.030 -2.573 -1.377 -0.3009 -0.2022 -0.4119 0.2673
H 1.091 -1.120 -1.038 -0.7747 -0.7695 -0.0723 0.1192
H 1.698 2.478 1.653 0.1690 0.6154 0.0660 0.2136

***

Molar mass, record by record: 135.213, 167.280, 87.147, 87.147, 87.147, 87.147 g/mol
Energy above the lowest of the compared OMol25 structures with the same formula, charge and spin, record by record: 284.8, 271.4, 122.0, 232.4, 258.4, 279.0 kJ/mol